Record 1
Below is a cluster of 12 separate species, C46H69O24 in total at a distorted geometry, with properties calculated with ωB97M-V/def2-TZVPD.

Last column: Mulliken charge in e.
Geometry (Å):
C (-23.993, -24.815, -14.842)  -0.6569
C (-22.969, -25.602, -15.653)  0.5630
O (-22.110, -26.316, -15.067)  -0.7715
O (-23.051, -25.560, -16.874)  -0.7126
H (-24.055, -23.740, -15.007)  0.1982
H (-23.907, -25.000, -13.771)  0.2560
H (-24.988, -25.212, -15.042)  0.1303
O (-23.612, -23.789, -23.994)  -0.5844
C (-22.685, -23.174, -23.570)  0.5022
O (-22.405, -21.970, -24.020)  -0.3694
C (-21.241, -21.366, -23.460)  -0.3592
C (-20.829, -22.322, -22.369)  -0.4990
C (-21.734, -23.590, -22.477)  -0.2713
H (-21.484, -20.378, -23.067)  0.2718
H (-20.500, -21.326, -24.258)  0.2549
H (-21.159, -21.830, -21.455)  0.1893
H (-19.757, -22.493, -22.271)  0.3688
H (-22.166, -23.764, -21.492)  0.2492
H (-21.207, -24.480, -22.819)  0.2466
O (-25.757, -19.542, -13.552)  -0.6358
C (-26.353, -20.149, -12.655)  0.5733
O (-27.691, -20.403, -12.674)  -0.3551
C (-28.139, -20.863, -11.426)  -0.3796
C (-26.972, -21.513, -10.835)  -0.5171
C (-25.852, -20.570, -11.274)  -0.3697
H (-28.989, -21.544, -11.467)  0.3376
H (-28.406, -19.966, -10.868)  0.2511
H (-26.827, -22.549, -11.141)  0.2658
H (-27.103, -21.603, -9.756)  0.3087
H (-24.902, -21.094, -11.380)  0.2505
H (-25.705, -19.736, -10.587)  0.2673
O (-17.401, -19.576, -12.571)  -0.5876
C (-18.456, -19.628, -13.155)  0.5091
O (-19.213, -20.788, -13.186)  -0.3209
C (-20.404, -20.736, -13.954)  -0.3450
C (-20.600, -19.186, -13.920)  -0.5723
C (-19.171, -18.552, -13.952)  -0.4072
H (-21.252, -21.283, -13.542)  0.3090
H (-20.243, -21.107, -14.966)  0.2400
H (-21.027, -18.858, -12.972)  0.2543
H (-21.266, -18.675, -14.615)  0.3826
H (-19.075, -17.543, -13.550)  0.2889
H (-18.686, -18.512, -14.927)  0.2498
O (-30.588, -26.234, -11.462)  -0.5763
C (-30.588, -26.229, -12.677)  0.4972
O (-29.896, -25.342, -13.472)  -0.3598
C (-29.844, -25.805, -14.803)  -0.3832
C (-31.041, -26.682, -14.956)  -0.4962
C (-31.421, -27.146, -13.579)  -0.3409
H (-28.928, -26.381, -14.935)  0.2143
H (-29.768, -25.148, -15.669)  0.3766
H (-30.789, -27.414, -15.724)  0.3499
H (-31.793, -26.050, -15.428)  0.2176
H (-31.164, -28.195, -13.431)  0.2635
H (-32.501, -27.035, -13.482)  0.2367
O (-28.142, -22.167, -19.302)  -0.6284
C (-27.266, -21.316, -19.289)  0.5609
O (-27.578, -20.071, -19.673)  -0.3620
C (-26.484, -19.178, -19.507)  -0.4370
C (-25.234, -20.062, -19.437)  -0.3945
C (-25.802, -21.369, -18.857)  -0.3254
H (-26.573, -18.615, -18.578)  0.2379
H (-26.463, -18.405, -20.275)  0.3447
H (-24.452, -19.608, -18.828)  0.3123
H (-24.853, -20.214, -20.447)  0.1805
H (-25.710, -21.484, -17.777)  0.2716
H (-25.237, -22.173, -19.327)  0.2390
O (-18.845, -27.305, -7.563)  -0.6165
C (-19.085, -26.448, -8.385)  0.5304
O (-18.638, -25.237, -8.379)  -0.3623
C (-19.210, -24.459, -9.430)  -0.3776
C (-20.430, -25.171, -9.934)  -0.3893
C (-20.170, -26.583, -9.441)  -0.3194
H (-18.421, -24.338, -10.173)  0.2727
H (-19.429, -23.527, -8.909)  0.2756
H (-20.573, -25.232, -11.013)  0.3151
H (-21.392, -24.880, -9.513)  0.2240
H (-19.854, -27.230, -10.258)  0.1783
H (-21.073, -26.952, -8.955)  0.2685
O (-16.949, -22.362, -17.657)  -0.6044
C (-16.842, -23.323, -18.437)  0.5434
O (-15.846, -23.360, -19.372)  -0.3549
C (-15.720, -24.695, -19.908)  -0.3879
C (-16.784, -25.570, -19.186)  -0.3415
C (-17.682, -24.595, -18.452)  -0.3814
H (-14.710, -25.090, -19.793)  0.2656
H (-15.973, -24.617, -20.965)  0.2639
H (-16.303, -26.299, -18.534)  0.2954
H (-17.408, -26.040, -19.945)  0.2124
H (-18.033, -24.920, -17.473)  0.3074
H (-18.661, -24.387, -18.884)  0.1814
O (-28.426, -31.535, -14.830)  -0.6272
C (-27.225, -31.482, -15.066)  0.5072
O (-26.542, -30.340, -14.922)  -0.3012
C (-25.258, -30.417, -15.378)  -0.3328
C (-24.970, -31.879, -15.518)  -0.3722
C (-26.269, -32.566, -15.586)  -0.3706
H (-24.555, -30.100, -14.607)  0.2266
H (-25.127, -29.838, -16.292)  0.2909
H (-24.466, -32.364, -14.682)  0.1515
H (-24.330, -32.069, -16.380)  0.3183
H (-26.279, -33.438, -14.933)  0.2846
H (-26.466, -32.824, -16.626)  0.2231
O (-17.778, -33.024, -18.070)  -0.6053
C (-18.686, -32.246, -18.289)  0.5608
O (-18.823, -31.162, -17.520)  -0.3302
C (-19.982, -30.414, -17.889)  -0.3619
C (-20.328, -30.843, -19.285)  -0.5106
C (-19.862, -32.325, -19.259)  -0.4195
H (-19.883, -29.330, -17.843)  0.3865
H (-20.792, -30.683, -17.211)  0.1628
H (-19.801, -30.262, -20.043)  0.2578
H (-21.379, -30.708, -19.536)  0.3253
H (-19.551, -32.643, -20.254)  0.2775
H (-20.724, -32.923, -18.965)  0.2561
O (-21.223, -32.679, -9.183)  -0.6182
C (-20.604, -32.269, -10.162)  0.4900
O (-21.194, -32.052, -11.349)  -0.3282
C (-20.275, -31.529, -12.315)  -0.3206
C (-18.810, -31.504, -11.598)  -0.5109
C (-19.112, -31.997, -10.194)  -0.2568
H (-20.573, -30.579, -12.758)  0.2899
H (-20.275, -32.219, -13.159)  0.2239
H (-18.315, -30.543, -11.457)  0.2733
H (-18.145, -32.134, -12.189)  0.2837
H (-18.831, -31.196, -9.511)  0.2135
H (-18.514, -32.863, -9.908)  0.2600
O (-27.232, -30.040, -22.905)  -0.6257
C (-27.370, -29.028, -22.173)  0.4903
O (-28.079, -27.917, -22.549)  -0.3349
C (-27.914, -26.873, -21.584)  -0.3815
C (-26.838, -27.348, -20.574)  -0.4681
C (-26.785, -28.837, -20.786)  -0.2869
H (-28.821, -26.831, -20.980)  0.2416
H (-27.747, -25.857, -21.940)  0.3621
H (-27.091, -27.111, -19.541)  0.3140
H (-25.895, -26.878, -20.852)  0.2414
H (-27.473, -29.415, -20.169)  0.1979
H (-25.812, -29.327, -20.767)  0.2509

LUMO energy ... 1.50 eV
Net charge ... -1
Kohn-Sham gap ... 6.2 eV

---

Record 2
Below is a cluster of 15 separate species, C46H70BrFN17O2 in total at a distorted geometry, with properties calculated with ωB97M-V/def2-TZVPD.

Last column: Mulliken charge in e.
Geometry (Å):
C (1.791, 0.907, 3.264)  -1.3291
C (2.054, 1.490, 1.854)  0.6176
C (1.307, 0.655, 0.760)  1.2672
C (1.846, 1.090, -0.629)  -0.8290
C (1.562, 0.131, -1.800)  -1.4694
C (2.111, -1.266, -1.432)  -1.3477
C (1.112, -2.258, -0.895)  1.5205
C (-0.167, -1.890, -0.616)  -1.2898
C (-1.098, -2.774, -0.132)  -1.0972
N (-2.440, -2.462, 0.134)  -0.1159
C (-2.558, -1.633, 1.362)  0.3239
C (-2.102, -2.436, 2.592)  -1.2921
C (-0.658, -4.098, 0.117)  -0.1899
C (0.621, -4.396, -0.137)  1.9599
C (1.046, -5.816, 0.201)  -0.7504
O (1.911, -6.082, 0.977)  -0.4119
N (0.268, -6.852, -0.469)  -0.1830
C (-0.503, -7.619, 0.463)  0.5684
O (-0.029, -8.389, 1.239)  -0.4140
F (-1.810, -7.411, 0.400)  -0.1629
N (1.483, -3.507, -0.648)  0.2382
C (2.857, -3.955, -0.900)  -1.7295
C (3.787, -3.888, 0.364)  0.2142
C (5.085, -3.083, 0.077)  -1.3468
Br (2.902, -2.995, 1.885)  -0.0761
H (1.739, 1.695, 4.012)  0.4138
H (2.543, 0.161, 3.542)  0.3501
H (0.822, 0.394, 3.214)  0.1525
H (1.792, 2.544, 1.805)  -0.2024
H (3.148, 1.433, 1.705)  -0.2085
H (1.508, -0.392, 1.017)  -0.2260
H (0.238, 0.875, 0.885)  -0.6122
H (2.942, 1.124, -0.542)  0.1638
H (1.542, 2.122, -0.824)  0.5980
H (2.178, 0.478, -2.637)  0.4401
H (0.532, 0.145, -2.165)  0.6129
H (2.523, -1.706, -2.350)  0.9769
H (2.918, -1.142, -0.698)  0.0205
H (-0.504, -0.875, -0.764)  0.5953
H (-2.881, -2.023, -0.667)  0.4313
H (-1.867, -0.784, 1.253)  -0.2792
H (-3.585, -1.299, 1.487)  0.5426
H (-2.613, -2.003, 3.459)  0.4430
H (-2.406, -3.483, 2.556)  0.3214
H (-1.035, -2.333, 2.799)  0.2440
H (-1.311, -4.856, 0.528)  0.4014
H (0.907, -7.457, -0.971)  0.3497
H (2.864, -4.951, -1.345)  0.5613
H (3.339, -3.318, -1.637)  0.3554
H (4.078, -4.890, 0.664)  0.9284
H (5.164, -2.755, -0.964)  0.3038
H (5.137, -2.181, 0.684)  0.1920
H (5.956, -3.692, 0.325)  0.2896
C (6.880, 1.250, 1.523)  -1.3096
C (5.662, 0.681, 0.957)  0.8237
N (4.701, 0.238, 0.504)  -0.4722
H (6.745, 1.437, 2.587)  0.4177
H (7.706, 0.555, 1.384)  0.3579
H (7.116, 2.187, 1.027)  0.2319
C (7.907, 0.089, -2.471)  -0.4046
C (8.762, 0.484, -1.344)  0.3081
N (9.426, 0.800, -0.460)  -0.4893
H (8.529, -0.198, -3.317)  0.3704
H (7.287, -0.746, -2.187)  0.0220
H (7.272, 0.922, -2.761)  0.2765
C (-3.072, -4.679, -3.107)  0.0583
C (-3.436, -3.396, -3.710)  0.3288
N (-3.725, -2.388, -4.182)  -0.4527
H (-2.663, -5.343, -3.867)  0.3322
H (-2.324, -4.527, -2.330)  -0.2604
H (-3.951, -5.143, -2.664)  0.0106
C (0.516, 5.855, 2.984)  -0.9462
C (0.715, 5.020, 1.802)  0.6209
N (0.871, 4.358, 0.875)  -0.5382
H (1.107, 6.763, 2.897)  0.4262
H (-0.534, 6.121, 3.071)  0.0050
H (0.822, 5.311, 3.876)  0.3500
C (4.117, -1.822, -5.562)  -0.9629
C (4.940, -1.453, -4.408)  0.3719
N (5.585, -1.162, -3.501)  -0.3308
H (4.757, -2.099, -6.397)  0.3531
H (3.479, -2.667, -5.307)  0.2731
H (3.493, -0.979, -5.855)  0.2877
C (-7.686, -4.667, -3.425)  -0.8695
C (-6.793, -5.014, -2.318)  0.4601
N (-6.090, -5.286, -1.449)  -0.4910
H (-7.722, -3.586, -3.543)  0.3320
H (-7.320, -5.119, -4.344)  0.2331
H (-8.688, -5.039, -3.222)  0.3426
C (8.949, 5.189, 2.672)  -0.8048
C (7.725, 4.613, 2.111)  0.4097
N (6.764, 4.161, 1.670)  -0.4356
H (8.813, 5.378, 3.735)  0.2741
H (9.778, 4.496, 2.535)  0.2746
H (9.179, 6.125, 2.169)  0.2819
C (-1.762, 7.907, 0.531)  -0.3242
C (-1.017, 8.434, 1.673)  0.4766
N (-0.422, 8.840, 2.570)  -0.5435
H (-1.078, 7.679, -0.285)  0.3199
H (-2.285, 6.993, 0.824)  -0.0673
H (-2.489, 8.644, 0.193)  0.1266
C (-2.510, 2.195, 2.150)  -0.5852
C (-1.423, 2.529, 3.069)  0.5492
N (-0.579, 2.812, 3.796)  -0.4498
H (-2.103, 1.748, 1.245)  0.0281
H (-3.192, 1.490, 2.624)  0.3359
H (-3.055, 3.100, 1.886)  0.1725
C (-4.251, 6.887, 3.968)  -0.6452
C (-3.683, 6.065, 2.898)  0.5257
N (-3.232, 5.421, 2.058)  -0.6029
H (-3.602, 6.864, 4.839)  0.0206
H (-4.353, 7.916, 3.630)  0.2915
H (-5.232, 6.504, 4.244)  0.3750
C (-6.604, -8.793, -3.319)  -0.7702
C (-7.361, -8.165, -4.405)  0.4349
N (-7.955, -7.685, -5.262)  -0.4654
H (-7.030, -9.768, -3.090)  0.3069
H (-5.565, -8.919, -3.619)  0.2532
H (-6.645, -8.166, -2.430)  0.2586
C (-6.310, -8.738, -8.246)  -0.5883
C (-6.226, -8.431, -9.676)  0.2265
N (-6.158, -8.189, -10.797)  -0.3427
H (-5.314, -8.725, -7.808)  0.2482
H (-6.930, -7.998, -7.743)  0.1830
H (-6.748, -9.724, -8.105)  0.2653
C (-3.817, 6.561, 8.397)  -0.8292
C (-3.517, 7.521, 7.333)  0.4620
N (-3.279, 8.274, 6.497)  -0.4317
H (-3.098, 5.745, 8.372)  0.2712
H (-3.762, 7.056, 9.365)  0.3153
H (-4.819, 6.158, 8.259)  0.2690
C (-1.989, 12.069, 1.081)  -0.7209
C (-3.125, 11.348, 0.502)  0.3969
N (-4.012, 10.773, 0.049)  -0.4598
H (-2.172, 12.257, 2.137)  0.2581
H (-1.083, 11.474, 0.978)  0.2432
H (-1.854, 13.019, 0.567)  0.3116

LUMO energy ... -3.59 eV
Net charge ... +1
Kohn-Sham gap ... 8.4 eV

---

Record 3
Below is a cluster of 3 separate species, C46H75N4O8 in total at a distorted geometry, with properties calculated with ωB97M-V/def2-TZVPD.

Last column: Mulliken spin population.
Geometry (Å):
C (2.168, -3.444, 6.088)  0.0000
O (3.266, -4.264, 5.674)  0.0000
C (3.908, -3.762, 4.532)  0.0000
C (3.026, -3.700, 3.259)  0.0000
C (3.022, -2.306, 2.607)  0.0001
C (2.049, -2.264, 1.416)  -0.0003
C (1.274, -0.945, 1.210)  -0.0003
C (0.740, -0.977, -0.187)  0.0003
N (0.361, -0.926, -1.271)  0.0000
C (2.127, 0.343, 1.314)  -0.0012
C (3.538, 0.304, 0.733)  0.0055
C (3.670, 0.194, -0.811)  0.0068
C (4.244, -1.162, -1.309)  0.0003
C (3.418, -1.831, -2.424)  0.0001
O (3.264, -3.244, -2.148)  0.0000
C (2.032, -3.733, -2.450)  0.0000
C (1.372, -4.618, -1.434)  0.0000
O (1.493, -3.482, -3.497)  0.0000
C (0.008, -0.883, 2.155)  -0.0001
C (-0.953, -1.900, 1.662)  0.0000
N (-1.758, -2.553, 1.168)  0.0000
C (-0.641, 0.503, 2.170)  0.0001
O (-1.843, 0.545, 2.913)  0.0000
C (-3.029, 0.351, 2.245)  0.0000
C (-3.317, 0.913, 1.015)  0.0006
C (-4.548, 0.720, 0.398)  -0.0024
C (-4.763, 1.328, -0.972)  0.0020
C (-5.515, -0.028, 1.042)  -0.0010
C (-5.238, -0.568, 2.296)  0.0002
C (-4.014, -0.397, 2.910)  0.0001
C (-3.752, -0.981, 4.287)  0.0000
C (-3.423, -2.496, 4.248)  0.0000
C (-4.984, -0.753, 5.210)  0.0000
C (0.397, -1.279, 3.624)  0.0000
O (1.070, -0.428, 4.246)  0.0000
O (0.020, -2.402, 4.002)  0.0000
H (1.257, -3.737, 5.565)  0.0000
H (2.015, -3.564, 7.158)  0.0000
H (2.347, -2.400, 5.818)  0.0000
H (4.765, -4.408, 4.333)  0.0000
H (4.300, -2.750, 4.715)  0.0000
H (3.476, -4.374, 2.518)  0.0000
H (2.014, -4.065, 3.426)  0.0000
H (4.054, -2.137, 2.283)  0.0000
H (2.800, -1.539, 3.349)  0.0000
H (2.571, -2.507, 0.489)  0.0002
H (1.320, -3.065, 1.556)  0.0000
H (2.157, 0.604, 2.374)  -0.0008
H (1.598, 1.160, 0.816)  -0.0002
H (4.000, 1.258, 1.001)  -0.0042
H (4.170, -0.458, 1.183)  -0.0012
H (2.753, 0.443, -1.343)  0.0011
H (4.404, 0.951, -1.099)  -0.0023
H (4.321, -1.873, -0.484)  0.0001
H (5.268, -1.006, -1.650)  0.0000
H (3.985, -1.752, -3.354)  0.0000
H (2.448, -1.362, -2.558)  0.0000
H (0.677, -4.036, -0.828)  0.0000
H (0.782, -5.370, -1.953)  0.0000
H (2.081, -5.137, -0.788)  0.0000
H (-0.739, 0.883, 1.149)  0.0000
H (0.058, 1.153, 2.694)  0.0000
H (-2.567, 1.517, 0.515)  0.0000
H (-4.385, 2.352, -0.982)  0.0006
H (-5.815, 1.339, -1.253)  -0.0011
H (-4.195, 0.758, -1.709)  0.0036
H (-6.470, -0.192, 0.557)  0.0005
H (-6.015, -1.146, 2.782)  0.0000
H (-2.934, -0.461, 4.778)  0.0000
H (-3.405, -2.902, 3.241)  0.0000
H (-2.449, -2.673, 4.704)  0.0000
H (-4.151, -3.066, 4.832)  0.0000
H (-4.691, -0.782, 6.260)  0.0000
H (-5.499, 0.181, 4.982)  0.0000
H (-5.705, -1.561, 5.062)  0.0000
C (8.352, 5.417, -0.002)  0.0190
C (6.925, 4.945, -0.380)  0.0207
C (6.061, 6.139, -0.802)  0.0213
C (5.571, 7.003, 0.360)  -0.0184
C (4.912, 6.142, 1.435)  0.0226
C (5.816, 5.010, 1.921)  0.0297
N (6.307, 4.205, 0.763)  0.3642
O (5.376, 3.408, 0.344)  0.5544
C (6.988, 5.588, 2.734)  0.0116
C (5.047, 4.106, 2.881)  -0.0207
C (7.077, 4.006, -1.574)  -0.0081
H (8.766, 4.821, 0.811)  -0.0126
H (9.033, 5.307, -0.846)  0.0007
H (8.386, 6.467, 0.293)  0.0009
H (5.188, 5.770, -1.348)  0.0031
H (6.631, 6.751, -1.505)  0.0004
H (6.398, 7.581, 0.784)  -0.0014
H (4.852, 7.734, -0.014)  0.0018
H (4.621, 6.760, 2.287)  0.0003
H (3.987, 5.718, 1.030)  0.0036
H (7.680, 4.799, 3.032)  -0.0070
H (6.604, 6.055, 3.642)  0.0001
H (7.553, 6.355, 2.211)  0.0008
H (4.130, 3.721, 2.441)  0.0048
H (4.772, 4.673, 3.770)  -0.0004
H (5.658, 3.258, 3.195)  0.0018
H (7.643, 3.113, -1.305)  -0.0017
H (7.611, 4.526, -2.370)  0.0006
H (6.115, 3.693, -1.976)  0.0037
C (-6.230, -3.729, -5.014)  0.0146
C (-6.331, -2.455, -4.135)  0.0085
C (-7.795, -2.152, -3.800)  0.0277
C (-8.591, -1.537, -4.951)  -0.0234
C (-7.854, -0.334, -5.537)  0.0263
C (-6.424, -0.667, -5.959)  0.0148
N (-5.684, -1.298, -4.827)  0.3908
O (-5.320, -0.402, -3.966)  0.5407
C (-6.441, -1.587, -7.193)  0.0078
C (-5.701, 0.603, -6.396)  -0.0031
C (-5.584, -2.758, -2.838)  -0.0118
H (-5.415, -3.652, -5.732)  -0.0115
H (-6.022, -4.605, -4.401)  0.0013
H (-7.150, -3.939, -5.562)  0.0007
H (-7.830, -1.462, -2.951)  0.0038
H (-8.276, -3.075, -3.469)  0.0005
H (-8.785, -2.284, -5.727)  -0.0010
H (-9.571, -1.222, -4.585)  0.0014
H (-8.400, 0.059, -6.398)  0.0007
H (-7.835, 0.466, -4.790)  0.0057
H (-5.429, -1.889, -7.465)  -0.0066
H (-6.870, -1.050, -8.040)  0.0004
H (-7.040, -2.485, -7.065)  0.0003
H (-5.720, 1.372, -5.626)  0.0019
H (-6.189, 1.009, -7.283)  0.0004
H (-4.660, 0.394, -6.645)  -0.0008
H (-4.522, -2.929, -3.020)  -0.0016
H (-6.004, -3.658, -2.387)  0.0000
H (-5.677, -1.955, -2.109)  0.0084

Spin multiplicity ... 3
Expectation value of S² ... 2.008
LUMO energy (spin up / spin down) ... 1.99 / 1.65 eV
Net charge ... -1
Kohn-Sham gap (spin up / spin down) ... 7.7 / 7.4 eV